1.
Here is 2 unconnected molecules or ions with the total composition C8H16N4 in a non-equilibrium geometry from OMol25. Energies are from wB97M-V/def2-TZVPD.

Structure (XYZ):
```
28
Properties=species:S:1:pos:R:3
C -4.061 0.361 -0.680
C -2.324 -0.195 0.322
C -0.135 1.927 -0.301
C 1.502 1.605 1.451
C 0.007 -1.588 -1.442
C 1.711 -2.233 0.431
C 0.182 1.060 0.852
C 0.854 -1.120 -0.249
N -2.856 -0.155 -0.894
N -3.087 0.185 1.293
N -4.191 0.648 0.662
N 0.102 -0.354 0.693
H -4.725 0.357 -1.449
H 0.592 1.839 -1.065
H -1.086 1.699 -0.798
H -0.112 2.922 0.157
H 2.191 1.354 0.722
H 1.748 1.032 2.388
H 1.474 2.629 1.567
H -0.876 -2.227 -1.220
H -0.531 -0.666 -1.726
H 0.577 -2.006 -2.241
H 1.994 -2.982 -0.230
H 0.898 -2.789 1.064
H 2.505 -1.968 1.129
H -0.726 1.217 1.586
H 1.563 -0.306 -0.642
H -4.978 0.852 1.259
```

Properties
HOMO level (spin up / spin down) = -7.8 / -8.6 eV
Maximum force = 4.431 eV/A
Calculated total energy = -14509.523 eV
Energy relative to the best compared isomer or geometry (same formula, charge and spin) = 0.406 eV
2S+1 = 3
Charge = 0
Molecular weight = 168.2 g mol⁻¹
Kohn-Sham gap (spin up / spin down) = 8.814 / 7.742 eV

natural (NBO) population analysis, charges in e, atoms 1 to 8: number 1, C, carries 0.162; number 2, C, carries 0.412; number 3, C, carries -0.616; number 4, C, carries -0.602; number 5, C, carries -0.622; number 6, C, carries -0.607; number 7, C, carries -0.117; number 8, C, carries -0.108

2.
Here is 5 unconnected molecules or ions with the total composition C31H52Cl9N5O5P in a non-equilibrium geometry from OMol25. Energies are from wB97M-V/def2-TZVPD.

Structure (XYZ):
```
103
Properties=species:S:1:pos:R:3
C 6.312 0.691 1.765
C 5.873 -0.840 1.452
O 4.995 -0.931 0.300
C 4.327 -2.235 0.285
C 2.893 -2.165 1.050
O 1.876 -2.150 0.015
C 0.973 -3.270 0.099
N -0.368 -2.748 -0.375
C -0.772 -3.162 -1.737
C -0.078 -2.280 -2.922
C -0.012 -0.712 -2.597
C -0.853 0.122 -3.725
C -0.522 1.693 -3.722
C -0.060 2.282 -2.299
C -0.318 3.891 -2.355
C -1.218 4.430 -1.136
O -0.857 3.876 0.163
C -0.231 4.876 0.974
C 1.303 4.739 1.394
O -0.860 5.872 1.425
C -1.011 -1.981 0.500
N -0.452 -1.722 1.845
C -1.482 -0.892 2.406
C -1.215 -0.377 3.896
C -0.448 -1.511 4.752
C -1.083 -2.901 5.023
C -0.372 -3.986 5.875
C 1.034 -3.670 6.471
C 1.718 -2.281 6.193
C 0.979 -1.204 5.324
N -2.570 -0.686 1.464
P -3.990 0.269 1.927
O -3.412 1.879 2.187
Cl -4.827 -0.471 3.753
N -2.264 -1.329 0.275
C -3.215 -1.203 -0.840
C -4.535 -2.134 -0.682
C -5.897 -1.627 -1.378
N -4.560 -3.248 0.009
H 6.783 0.753 2.807
H 7.101 1.055 1.017
H 5.370 1.348 1.684
H 6.830 -1.459 1.342
H 5.283 -1.251 2.359
H 5.029 -2.964 0.820
H 4.174 -2.545 -0.816
H 2.887 -1.160 1.623
H 2.774 -2.981 1.838
H 1.388 -4.075 -0.623
H 0.914 -3.771 1.123
H -0.337 -4.224 -1.894
H -1.902 -3.299 -1.896
H 1.016 -2.655 -2.972
H -0.575 -2.448 -3.936
H -0.456 -0.399 -1.594
H 1.096 -0.389 -2.585
H -0.559 -0.340 -4.730
H -1.960 -0.068 -3.466
H 0.297 1.965 -4.488
H -1.494 2.245 -4.018
H 1.078 2.155 -2.199
H -0.594 1.826 -1.398
H -0.873 4.189 -3.323
H 0.670 4.485 -2.378
H -2.324 4.286 -1.410
H -1.053 5.575 -1.096
H 1.880 3.929 0.832
H 1.320 4.507 2.525
H 1.798 5.772 1.265
H -2.134 0.052 4.430
H -0.453 0.491 3.811
H -2.115 -3.178 4.599
H -0.851 -5.018 6.058
H 1.575 -4.465 7.101
H 2.751 -2.013 6.622
H 1.504 -0.207 5.124
H -3.196 2.184 1.269
H -2.754 -1.350 -1.889
H -3.631 -0.121 -0.865
H -6.799 -2.309 -1.133
H -5.803 -1.652 -2.527
H -6.199 -0.581 -0.994
H -5.525 -3.643 -0.027
C -3.051 2.060 -7.277
Cl -3.741 3.223 -6.137
Cl -1.673 1.211 -6.565
H -3.814 1.333 -7.547
H -2.718 2.591 -8.166
C -4.077 3.055 5.437
Cl -4.732 4.250 6.560
Cl -2.696 2.204 6.143
H -4.854 2.330 5.198
H -3.753 3.562 4.529
C 9.844 -0.462 3.953
Cl 8.201 -1.114 3.956
Cl 10.217 0.322 2.413
H 9.936 0.269 4.754
H 10.548 -1.277 4.114
C -2.031 0.999 -11.013
Cl -2.027 0.114 -9.481
Cl -2.599 2.659 -10.796
H -1.018 1.022 -11.411
H -2.691 0.490 -11.714
```

Properties
HOMO level = -11.0 eV
Maximum force = 6.586 eV/A
Calculated total energy = -172652.706 eV
2S+1 = 1
Charge = +1
Molecular weight = 924.8 g mol⁻¹
Kohn-Sham gap = 7.703 eV

Mulliken population analysis, charges in e, atoms 1 to 8: number 1, C, carries -0.863; number 2, C, carries -0.249; number 3, O, carries -0.361; number 4, C, carries -0.541; number 5, C, carries -0.336; number 6, O, carries -0.187; number 7, C, carries -0.755; number 8, N, carries 0.221

3.
Here is 2 unconnected molecules or ions with the total composition C3H6N2 in a non-equilibrium geometry from OMol25. Energies are from wB97M-V/def2-TZVPD.

Structure (XYZ):
```
11
Properties=species:S:1:pos:R:3
C -0.462 1.681 0.929
N -0.213 0.476 0.158
C 0.510 -2.096 -0.460
C 0.005 -1.309 -1.447
N -0.433 -0.426 -2.105
H -0.416 2.582 0.291
H 0.303 1.845 1.711
H -1.448 1.639 1.404
H 0.728 0.593 -0.232
H 1.580 -2.273 -0.386
H -0.157 -2.710 0.137
```

Properties
HOMO level (spin up / spin down) = -9.8 / -9.4 eV
Maximum force = 2.438 eV/A
Calculated total energy = -6183.870 eV
Energy relative to the best compared isomer or geometry (same formula, charge and spin) = 4.675 eV
2S+1 = 1
Charge = 0
Molecular weight = 70.1 g mol⁻¹
Kohn-Sham gap (spin up / spin down) = 8.678 / 9.349 eV

natural (NBO) population analysis, charges in e, atoms 1 to 8: number 1, C, carries -0.493; number 2, N, carries -0.429; number 3, C, carries -0.366; number 4, C, carries 0.199; number 5, N, carries -0.264; number 6, H, carries 0.209; number 7, H, carries 0.205; number 8, H, carries 0.195